Entry 1:
Formula: CF2O2
Source: the OMol25 dataset
Level of theory: ωB97M-V/def2-TZVPD

Its strongest force on any atom is 0.0565 hartree/bohr. For the energy above the lowest of the compared OMol25 structures with the same formula, charge and spin, the calculation gives 3.6301 eV. The LUMO energy (alpha / beta) is -0.0413 / -0.0603 hartree. The HOMO-LUMO gap (alpha / beta) comes out at 10.06 / 8.28 eV. The calculation puts the total energy at -10559.7416 eV.

Structure (ORCA input):
```
! RIJCOSX wB97M-V def2-TZVPD def2/J DEFGRID3
* xyz 0 1
C 0.854 -0.071 -0.223
O 1.172 0.906 0.330
O -1.537 -0.360 -0.035
F 1.282 -1.038 -0.983
F -1.771 0.563 0.912
*
```

Entry 2:
Formula: CF3LiNO4S3Yb
Source: the OMol25 dataset
Level of theory: ωB97M-V/def2-TZVPD

Its strongest force on any atom is 0.0886 hartree/bohr. The LUMO energy (alpha / beta) is 0.0682 / 0.0682 hartree. The HOMO-LUMO gap (alpha / beta) comes out at 6.04 / 6.04 eV. The calculation puts the total energy at -83111.6174 eV.

Structure (ORCA input):
```
! RIJCOSX wB97M-V def2-TZVPD def2/J DEFGRID3
* xyz -1 1
Yb 0.638 -1.161 0.635
N -1.177 -0.187 1.240
S -1.872 0.776 0.326
O -1.578 0.959 -1.146
C -3.557 0.020 0.091
F -4.189 -0.081 1.257
F -3.359 -1.196 -0.423
F -4.309 0.738 -0.738
Li 0.115 0.465 -1.968
S 2.908 -0.682 -1.348
O 1.389 -1.384 -1.562
S 1.983 1.136 0.084
O 1.259 1.811 -1.148
O -1.875 2.190 0.903
*
```

Entry 3:
Formula: CF3N2O2S
Source: the OMol25 dataset
Level of theory: ωB97M-V/def2-TZVPD

Its strongest force on any atom is 0.0710 hartree/bohr. The expectation value of S² is 2.01. The LUMO energy (alpha / beta) is -0.2596 / -0.3179 hartree. The HOMO-LUMO gap (alpha / beta) comes out at 5.05 / 7.83 eV. The calculation puts the total energy at -27085.4513 eV.

Structure (ORCA input):
```
! RIJCOSX wB97M-V def2-TZVPD def2/J DEFGRID3
* xyz 1 3
C -0.615 0.945 -1.962
N 0.722 -1.884 3.682
N 0.470 -1.419 2.728
O -0.448 0.759 0.591
O 1.533 -0.546 0.287
F -0.316 2.121 -1.670
F 0.195 0.193 -2.610
F -1.698 0.392 -1.721
S 0.157 -0.562 0.676
*
```

Entry 4:
Formula: CF3NO
Source: the OMol25 dataset
Level of theory: ωB97M-V/def2-TZVPD

Its strongest force on any atom is 0.0561 hartree/bohr. For the energy above the lowest of the compared OMol25 structures with the same formula, charge and spin, the calculation gives 0.2132 eV. The LUMO energy is 0.0331 hartree. The HOMO-LUMO gap comes out at 12.55 eV. Its SMILES is FN1OC1(F)F. The calculation puts the total energy at -12722.7313 eV.

Structure (ORCA input):
```
! RIJCOSX wB97M-V def2-TZVPD def2/J DEFGRID3
* xyz 0 1
F -1.118 -0.663 -1.316
N 0.024 0.060 -1.070
O 0.877 -0.718 -0.230
C 0.202 0.197 0.457
F -0.790 -0.145 1.244
F 0.806 1.269 0.915
*
```